(1)
Computed, not measured: one molecule with the formula C4H6N4 at a distorted geometry, with the ωB97M-V functional and the def2-TZVPD basis.

Cartesian coordinates (Å):
C  0.47  -1.60  -0.92
N  -0.02  -0.32  -0.47
C  0.68  0.83  0.16
C  -0.51  1.12  0.98
C  -1.25  0.00  0.27
N  -1.10  0.38  -1.07
N  1.82  1.30  0.02
N  -0.75  2.05  1.79
H  2.49  0.76  -0.53
H  -1.65  1.97  2.27
H  -1.94  -0.74  0.65
H  -0.38  -2.20  -1.24
H  1.14  -1.45  -1.78
H  1.00  -2.11  -0.11

The total charge is 0. The calculation puts the LUMO energy (spin up / spin down) at 0.57 / 0.57 eV. The energy above the lowest of the compared OMol25 structures with the same formula, charge and spin comes out at 514.3 kJ/mol. Its multiplicity is 1.

Results of the Mulliken charge analysis, in e, for atoms 1 through 8: -0.82 0.41 0.43 0.35 0.01 -0.90 -0.65 -0.71

(2)
Computed, not measured: one molecule with the formula C4H6N4O at a distorted geometry, with the ωB97M-V functional and the def2-TZVPD basis.

Cartesian coordinates (Å):
N  0.41  -0.98  0.27
C  -0.47  -0.87  -1.22
C  -0.81  1.30  -0.49
N  0.84  -2.24  0.66
N  -1.67  2.12  0.01
C  0.91  0.09  0.81
C  0.41  1.37  0.39
N  -1.05  0.26  -1.32
O  -0.37  -1.90  -1.81
H  0.08  -2.91  0.55
H  1.62  -2.55  0.08
H  -0.32  2.11  1.07
H  -2.57  2.18  -0.45
H  1.77  0.00  1.46
H  1.20  2.03  -0.01

The total charge is 0. The calculation puts the LUMO energy at -0.10 eV. The energy above the lowest of the compared OMol25 structures with the same formula, charge and spin comes out at 261.3 kJ/mol. Its multiplicity is 1.

Results of the Mulliken charge analysis, in e, for atoms 1 through 8: 0.30 0.48 0.51 -0.85 -0.64 0.05 -0.56 -0.63

(3)
Computed, not measured: a 2-piece molecular cluster, C4H6N4O overall at a distorted geometry, with the ωB97M-V functional and the def2-TZVPD basis.

Cartesian coordinates (Å):
C  -2.44  0.78  0.39
C  -2.04  -0.48  -0.47
C  -0.69  -0.90  0.20
C  2.43  0.09  -0.06
H  -1.30  1.50  1.08
H  -3.60  1.28  0.37
H  -2.66  -0.95  -1.39
H  -0.76  -1.92  0.11
H  -0.94  -0.46  1.21
H  4.24  0.44  0.53
N  0.33  -0.45  -0.86
N  0.55  1.00  -0.73
N  1.76  1.27  -0.40
N  3.64  -0.25  0.22
O  1.50  -0.95  -0.19

The total charge is 0. The calculation puts the LUMO energy at -0.83 eV. The energy above the lowest of the compared OMol25 structures with the same formula, charge and spin comes out at 917.3 kJ/mol. Its multiplicity is 1.

Results of the Mulliken charge analysis, in e, for atoms 1 through 8: -0.59 -0.02 -0.60 0.60 0.17 0.26 0.30 0.35

(4)
Computed, not measured: one molecule with the formula C4H6N4O at a distorted geometry, with the ωB97M-V functional and the def2-TZVPD basis.

Cartesian coordinates (Å):
C  -1.33  -1.47  0.84
C  -0.62  -0.58  0.10
C  1.25  1.25  -0.03
C  -0.81  -0.58  -1.29
H  -0.69  -1.21  2.73
H  -1.73  -2.51  2.50
H  -1.90  -2.21  0.33
H  0.27  0.57  1.54
H  1.09  0.32  -1.88
H  1.80  1.91  -1.90
N  -1.48  -1.56  2.20
N  0.33  0.34  0.58
N  1.48  1.09  -1.33
N  -0.96  -0.55  -2.42
O  1.82  2.02  0.72

As for the SMILES: N#C/C(=C/N)NC(N)=O. The total charge is 0. The calculation puts the LUMO energy at 0.46 eV. The energy above the lowest of the compared OMol25 structures with the same formula, charge and spin comes out at 5.8 kJ/mol. Its multiplicity is 1.

Results of the Mulliken charge analysis, in e, for atoms 1 through 8: -0.31 0.44 0.50 0.12 0.24 0.26 0.39 0.15

(5)
Computed, not measured: a 2-piece molecular cluster, C4H6N4O2S overall at a distorted geometry, with the ωB97M-V functional and the def2-TZVPD basis.

Cartesian coordinates (Å):
C  3.55  -0.36  -0.98
C  -4.56  0.08  0.25
C  2.44  -0.74  -0.29
C  -3.85  1.19  -0.23
N  4.50  -0.09  -1.54
N  -5.05  -0.84  0.66
N  2.74  -1.81  0.79
N  -2.66  1.23  -0.56
O  0.79  1.25  -0.78
O  0.25  0.00  1.24
S  1.43  0.80  0.47
H  1.59  -1.20  -1.04
H  -4.56  2.13  -0.20
H  3.77  -1.93  0.94
H  2.34  -1.56  1.69
H  -2.25  2.04  -1.02
H  -0.47  -0.17  0.57

The total charge is 0. The calculation puts the LUMO energy at -0.30 eV. The energy above the lowest of the compared OMol25 structures with the same formula, charge and spin comes out at 157.6 kJ/mol. Its multiplicity is 1.

Results of the Mulliken charge analysis, in e, for atoms 1 through 8: 0.08 0.20 0.20 0.06 -0.36 -0.29 -0.58 -0.41

(6)
Computed, not measured: a 2-piece molecular cluster, C4H6N4OS overall at a distorted geometry, with the ωB97M-V functional and the def2-TZVPD basis.

Cartesian coordinates (Å):
C  1.15  1.64  -0.56
C  -0.07  1.37  0.10
C  -1.60  -1.93  -0.36
C  1.54  -0.01  0.89
N  -0.51  -2.12  -0.08
N  2.10  0.86  -0.12
N  -2.84  -1.53  -0.51
N  0.28  0.65  1.17
O  3.26  0.78  -0.58
S  -1.59  1.75  -0.23
H  1.35  2.20  -1.42
H  1.38  -0.93  0.39
H  2.08  -0.15  1.75
H  -2.81  -0.61  -0.92
H  -3.29  -2.09  -1.22
H  -0.43  0.13  1.69

As for the SMILES: [O-][N+]1=CC(=S)NC1.N#CN. The total charge is 0. The calculation puts the LUMO energy at -0.54 eV. The energy above the lowest of the compared OMol25 structures with the same formula, charge and spin comes out at 246.4 kJ/mol. Its multiplicity is 1.

Results of the Mulliken charge analysis, in e, for atoms 1 through 8: -0.33 -0.05 0.39 -0.50 -0.46 0.59 -0.48 -0.15

(7)
Computed, not measured: an isolated ion of composition C4H6N5O2 and charge +1 at a distorted geometry, with the ωB97M-V functional and the def2-TZVPD basis.

Cartesian coordinates (Å):
C  1.49  -1.61  0.05
C  1.30  0.51  -1.13
C  -0.72  -0.36  0.02
C  0.81  -0.29  0.03
N  2.04  -2.60  0.21
N  1.72  1.67  -0.83
N  1.38  0.54  1.10
N  -1.26  -1.55  -0.18
N  -1.27  0.86  0.15
O  1.80  1.80  0.47
O  -2.62  0.97  0.34
H  1.02  0.37  -2.10
H  0.86  0.70  1.93
H  -0.59  -2.25  -0.38
H  -2.22  -2.01  0.08
H  -0.80  1.66  0.45
H  -2.93  1.60  -0.22

As for the SMILES: N#C[C@]1(/C(N)=[NH+]/O)C=NON1. The total charge is +1. The calculation puts the LUMO energy at -4.81 eV. The energy above the lowest of the compared OMol25 structures with the same formula, charge and spin comes out at 546.8 kJ/mol. Its multiplicity is 1.

Results of the Mulliken charge analysis, in e, for atoms 1 through 8: -0.55 -0.66 0.23 1.65 -0.28 -0.17 -0.43 -0.35

(8)
Computed, not measured: an isolated ion of composition C4H6N5O2 and charge +1 at a distorted geometry, with the ωB97M-V functional and the def2-TZVPD basis.

Cartesian coordinates (Å):
C  -1.41  0.66  -2.22
C  0.23  -0.02  1.78
C  0.65  -0.49  0.38
C  -1.12  1.13  -0.14
N  -0.47  -0.12  -1.82
N  -0.70  1.06  2.04
N  -0.32  0.08  -0.55
N  -1.34  1.58  1.11
N  -1.83  1.50  -1.20
O  0.68  -1.83  0.17
O  1.85  0.14  0.17
H  -1.60  0.92  -3.22
H  -0.19  -0.79  2.60
H  1.23  0.17  2.24
H  -2.26  2.42  -1.25
H  1.51  -2.17  -0.35
H  2.26  -0.18  -0.72

The total charge is +1. The calculation puts the LUMO energy (spin up / spin down) at -3.02 / -7.38 eV. The energy above the lowest of the compared OMol25 structures with the same formula, charge and spin comes out at 0.0 kJ/mol. Its multiplicity is 3.

Results of the Mulliken charge analysis, in e, for atoms 1 through 8: -0.16 -0.83 0.84 0.45 -1.07 -0.09 0.95 -0.23

Repeat the second record exactly.
Computed, not measured: one molecule with the formula C4H6N4O at a distorted geometry, with the ωB97M-V functional and the def2-TZVPD basis.

Cartesian coordinates (Å):
N  0.41  -0.98  0.27
C  -0.47  -0.87  -1.22
C  -0.81  1.30  -0.49
N  0.84  -2.24  0.66
N  -1.67  2.12  0.01
C  0.91  0.09  0.81
C  0.41  1.37  0.39
N  -1.05  0.26  -1.32
O  -0.37  -1.90  -1.81
H  0.08  -2.91  0.55
H  1.62  -2.55  0.08
H  -0.32  2.11  1.07
H  -2.57  2.18  -0.45
H  1.77  0.00  1.46
H  1.20  2.03  -0.01

The total charge is 0. The calculation puts the LUMO energy at -0.10 eV. The energy above the lowest of the compared OMol25 structures with the same formula, charge and spin comes out at 261.3 kJ/mol. Its multiplicity is 1.

Results of the Mulliken charge analysis, in e, for atoms 1 through 8: 0.30 0.48 0.51 -0.85 -0.64 0.05 -0.56 -0.63

What is the total charge in the seventh record?
+1

What is the formula in the sixth record?
C4H6N4OS